Computed, not measured: a molecular structure, C4H6O2 in a non-equilibrium geometry, with wB97M-V/def2-TZVPD.

Calculated values
* energy: -306.3632 a.u.
* Kohn-Sham gap: 9.9 eV
* LUMO level: 0.0343 Eh

Each line ends with the natural charge from an NBO analysis.
Element x y z (Å)
O 0.34616 -1.52300 -1.11869  -0.686
C 0.09713 -0.50516 -0.21670  0.173
C -1.10836 -0.21020 0.58900  -0.547
C -0.46404 0.83887 -0.37235  0.103
O 0.56334 1.55675 0.22668  -0.508
C 1.27939 0.30594 0.35626  -0.077
H -0.39051 -2.14106 -1.06470  0.484
H -2.04171 0.13870 0.18207  0.257
H -1.00545 -0.10620 1.66393  0.221
H -1.00571 1.18479 -1.25281  0.201
H 1.63582 0.13178 1.37538  0.182
H 2.09395 0.32880 -0.36806  0.199

Cartesian forces, eV/Å:
O -0.191 -0.211 -0.006
C 0.112 0.378 -0.051
C 0.191 1.092 0.072
C 0.034 0.374 -0.335
O 0.528 0.245 -0.161
C 0.462 -0.278 0.141
H 0.116 -0.024 -0.012
H -1.127 -1.805 -0.105
H -0.104 0.213 -0.088
H -0.068 0.380 0.511
H -0.039 -0.077 -0.105
H 0.086 -0.286 0.139

=====

Computed, not measured: a molecular structure, C14H28F8InN6O12S4 in a non-equilibrium geometry, with wB97M-V/def2-TZVPD.

Calculated values
* charge: +1
* energy: -4362.9429 a.u.
* Kohn-Sham gap: 3.2 eV
* LUMO level: -0.3439 Eh

Each line ends with the Mulliken charge.
Element x y z (Å)
In -0.97618 -1.07470 -0.46503  1.608
C -0.48315 -3.52566 -4.20269  0.601
F -0.65490 -2.69027 -5.24258  -0.197
F -1.42244 -3.34974 -3.26636  -0.203
F -0.55506 -4.76938 -4.61592  -0.163
S 1.26672 -3.11119 -3.44669  0.883
O 1.62275 -4.22293 -2.51939  -0.660
O 2.13329 -3.01700 -4.56397  -0.494
N 0.96406 -1.58232 -2.55979  0.015
S 2.28387 -0.80955 -2.57903  0.364
O 2.22664 0.07232 -1.40179  -0.291
O 3.49633 -1.62235 -2.65197  -0.573
C 2.28034 0.33677 -4.29114  0.540
F 2.42772 -0.38781 -5.37924  -0.180
F 1.18954 1.11493 -4.43567  -0.197
F 3.33323 1.14716 -4.21947  -0.213
N -2.18721 -1.63657 2.16418  0.042
S -3.47444 -1.23667 2.86790  0.926
O -3.64015 0.20250 3.15964  -0.538
O -4.24438 -2.26051 3.53953  -0.551
F -4.20450 -1.28629 1.45213  -0.301
S -1.42757 -1.98508 3.64536  0.805
O -1.24738 -3.41581 4.01906  -0.567
O -1.52250 -1.06634 4.80729  -0.515
F 0.05274 -1.70423 3.01443  -0.120
C 1.20757 3.31807 -1.58892  -0.688
C -0.25061 2.79161 -1.71600  0.367
O -0.55097 1.65966 -1.29040  -0.226
N -1.15573 3.63989 -2.30626  -0.078
C -2.58660 3.50087 -2.37221  -0.824
H 1.67523 3.27221 -0.60540  0.066
H 1.27112 4.30777 -2.04117  0.402
H 1.88806 2.68373 -2.15696  0.017
H -0.68341 4.46495 -2.64726  0.208
H -2.99842 4.15892 -3.13737  0.400
H -3.00458 3.89190 -1.44459  0.280
H -2.90295 2.49302 -2.64103  0.219
C 2.75427 -3.01639 2.23416  -0.819
C 2.53806 -2.89214 0.75510  0.202
O 1.57727 -2.13605 0.43204  -0.117
N 3.34366 -3.55539 -0.13520  0.087
C 4.55106 -4.41333 0.25139  -1.146
H 1.86606 -3.52440 2.60982  0.239
H 2.81623 -2.02088 2.67372  0.107
H 3.59466 -3.66532 2.48056  0.508
H 3.16813 -3.43632 -1.12267  0.108
H 5.06792 -4.73786 -0.65174  0.377
H 4.29068 -5.27420 0.86719  0.364
H 5.25469 -3.75327 0.75867  0.402
C 2.93790 0.82119 1.70477  -1.220
C 1.50891 1.05243 2.12724  0.565
O 0.56093 0.56810 1.51223  0.123
N 1.36302 1.66417 3.29778  -0.147
C 0.07211 1.93526 3.94920  -0.452
H 3.19282 1.71723 1.13890  0.421
H 3.06842 -0.04536 1.05656  -0.123
H 3.57727 0.68965 2.57770  0.546
H 2.21902 1.97321 3.73580  0.251
H 0.08135 2.12678 5.02220  0.394
H -0.52787 1.04539 3.75879  -0.097
H -0.54761 2.72977 3.53350  0.207
C -5.40600 1.72030 -0.56442  -1.477
C -4.02094 1.73528 0.10833  0.399
O -3.16917 0.85593 -0.14584  -0.340
N -3.75658 2.79781 0.89624  0.037
C -2.54738 3.00129 1.68093  -0.954
H -5.36953 1.18599 -1.51378  0.327
H -5.71196 2.75257 -0.73447  0.446
H -6.17293 1.20626 0.01494  0.360
H -4.48414 3.49611 0.95197  0.252
H -2.65946 2.37153 2.56350  0.347
H -2.57428 4.02029 2.06698  0.416
H -1.60266 2.70246 1.22672  0.246

Cartesian forces, eV/Å:
In 1.588 1.745 1.066
C 0.462 0.747 -0.066
F -0.090 -0.543 1.017
F 0.092 0.413 -0.134
F 0.521 0.293 0.112
S -0.290 -3.684 2.098
O -1.521 2.835 -1.186
O -0.231 1.058 -0.636
N -2.806 -3.636 -1.752
S 4.183 3.478 2.179
O -0.133 -0.293 -2.104
O -1.562 0.809 -0.464
C 0.306 0.403 0.165
F -0.347 -0.436 0.453
F 0.292 -0.876 0.696
F -0.094 -0.204 0.650
N 4.435 -1.769 2.393
S -9.279 4.386 -2.338
O 0.929 -2.956 0.443
O 2.052 1.097 0.648
F -1.002 0.220 -0.767
S 6.397 -3.328 3.346
O -1.562 3.471 -1.668
O -0.610 -1.421 -3.504
F -0.885 0.266 0.421
C -0.548 -0.240 -1.014
C -0.034 -0.800 0.470
O -0.134 0.466 -0.235
N 2.339 -0.569 0.369
C -0.334 0.519 -0.242
H -0.776 0.225 0.265
H 0.192 0.131 0.356
H -0.318 -0.220 -0.301
H -0.651 0.156 -0.044
H 0.339 0.000 -0.201
H -0.275 -0.586 0.160
H 0.139 -0.025 0.468
C 0.299 -0.984 -0.279
C 0.089 -0.330 -0.218
O 0.548 -0.412 -1.489
N -0.011 -0.106 1.787
C -0.764 1.443 -0.461
H -0.117 0.209 0.196
H 0.048 -0.198 0.004
H 0.100 0.371 0.141
H -0.222 0.068 -0.166
H -0.445 0.005 -0.073
H -0.204 0.206 -0.081
H -0.020 -0.180 0.261
C 0.033 0.227 -0.267
C 0.493 -1.714 0.303
O -1.331 0.225 -0.628
N -0.262 1.255 0.908
C -0.891 -0.830 -0.565
H 0.520 -0.067 -0.022
H -0.423 0.210 -0.032
H 0.056 0.304 -0.043
H -0.235 0.082 0.013
H 0.775 -0.291 -0.136
H -0.076 -0.080 0.372
H 0.651 0.369 -0.432
C 0.581 0.042 0.110
C 0.570 -0.576 -0.257
O -0.404 0.126 -0.011
N -0.159 -0.216 -0.884
C -0.692 -0.492 1.109
H 0.285 0.147 0.034
H -0.199 -0.061 -0.065
H 0.230 0.098 0.366
H 0.149 -0.150 0.175
H 0.191 -0.160 0.149
H 0.342 0.059 -0.389
H -0.292 0.265 -0.549

=====

Computed, not measured: a molecular structure, C39H45FN7OS2Tm in a non-equilibrium geometry, with wB97M-V/def2-TZVPD.

Calculated values
* energy: -3953.1785 a.u.
* spin multiplicity: 3
* Kohn-Sham gap (spin up / spin down): 7.4 / 7.4 eV
* LUMO level (spin up / spin down): 0.0006 / 0.0011 Eh

Each line ends with the Mulliken charge.
Element x y z (Å)
Tm 0.24411 0.91208 -0.07149  -0.412
C 3.29391 -1.10622 1.12431  -1.228
C 2.03981 -0.65562 1.80911  1.095
N 1.71811 0.60868 1.80941  0.144
N 0.83581 0.97688 2.78951  -0.761
C 0.04831 1.97858 2.72551  0.750
S -0.38739 2.96158 1.38401  -0.420
S -0.75389 2.36308 4.28031  -0.132
C -1.75569 0.81598 4.36751  0.061
C -2.73089 0.92918 5.48641  -0.072
C -3.91369 1.63668 5.30601  -0.215
C -4.82889 1.74668 6.33701  -0.630
C -4.56549 1.15318 7.56091  -0.384
C -3.37539 0.47298 7.75741  -0.629
C -2.45999 0.36388 6.72511  -0.282
C 1.15711 -1.62252 2.45571  0.124
C 1.58681 -2.53512 3.40701  -0.587
C 0.68851 -3.36982 4.04131  -0.963
C -0.65529 -3.29662 3.70221  -0.687
C -1.09439 -2.44192 2.71341  -0.878
C -0.21309 -1.55662 2.06491  0.529
O -0.60169 -0.75632 1.10391  0.010
H 4.11821 -0.42942 1.34451  0.297
H 3.16951 -1.12482 0.03901  -0.053
H 3.54811 -2.10932 1.46041  0.578
H -1.06829 -0.01932 4.49391  0.137
H -2.26369 0.74198 3.40521  0.070
H -4.10579 2.10568 4.35211  0.414
H -5.74919 2.29448 6.18761  0.371
H -5.28499 1.22648 8.36431  0.378
H -3.15969 0.02568 8.71771  0.375
H -1.52859 -0.16212 6.87531  0.430
H 2.63141 -2.54562 3.68301  0.513
H 1.02961 -4.06652 4.79131  0.407
H -1.36929 -3.92262 4.21751  0.439
H -2.14209 -2.41712 2.44411  0.414
C 1.12281 -1.80602 -2.13099  -0.832
C 2.08001 -1.22562 -3.17959  0.249
C 1.29921 -0.44652 -4.24209  -1.496
C 3.21981 -0.46012 -2.52839  0.869
C 4.47271 -1.05892 -2.57249  -0.985
C 5.57431 -0.45442 -2.00349  -1.481
C 5.42411 0.77508 -1.39189  -1.198
C 4.19651 1.42338 -1.31689  0.885
C 4.20321 2.77938 -0.62459  0.493
C 3.29451 2.86248 0.59991  -0.947
C 3.88841 3.95698 -1.54879  -1.541
C 3.06581 0.77578 -1.86199  -1.053
N 1.76951 1.33878 -1.73999  2.765
C 1.41731 2.22778 -2.70219  -0.376
C 2.22211 2.61298 -3.80419  -0.543
C 1.78641 3.54688 -4.71609  -0.910
C 0.52811 4.12668 -4.61709  -0.765
C -0.30789 3.74978 -3.57959  -0.762
C 0.14911 2.83318 -2.67049  0.512
F -0.70809 2.43468 -1.60919  -0.448
H 0.27641 -2.26842 -2.63899  0.540
H 0.75251 -1.01202 -1.45629  0.155
H 1.61761 -2.56252 -1.52219  0.377
H 2.53841 -2.07942 -3.69319  0.752
H 0.63101 0.28168 -3.79349  0.036
H 0.69451 -1.13322 -4.83289  0.508
H 1.97521 0.06848 -4.91929  0.386
H 4.58871 -2.01402 -3.06659  0.413
H 6.54351 -0.93032 -2.04219  0.393
H 6.29851 1.25568 -0.97699  0.423
H 5.23031 2.92628 -0.26869  0.633
H 2.23791 2.80888 0.30591  -0.058
H 3.44541 3.81348 1.10821  0.552
H 3.51081 2.06018 1.30131  0.142
H 2.82481 4.01598 -1.75669  0.172
H 4.42831 3.88568 -2.48899  0.335
H 4.18621 4.87678 -1.05149  0.577
H 3.19861 2.16238 -3.91239  0.655
H 2.43761 3.83258 -5.52929  0.447
H 0.19311 4.84418 -5.34629  0.384
H -1.30039 4.15398 -3.46889  0.483
C -5.46609 -2.39382 -1.34659  -1.366
C -4.85139 -2.88922 -2.65089  0.920
C -5.41959 -4.24002 -3.07329  -1.595
C -3.32589 -3.03272 -2.52999  -1.347
N -2.67879 -1.79902 -2.18889  1.128
C -2.42749 -1.24532 -0.99149  -1.129
N -1.79159 -0.11002 -1.19569  0.089
N -1.67269 0.01138 -2.52059  0.325
N -2.19359 -0.97342 -3.11299  -1.100
H -6.54589 -2.33492 -1.44179  0.434
H -5.10549 -1.39752 -1.10129  0.361
H -5.23119 -3.06342 -0.52259  0.295
H -5.05909 -2.15582 -3.43599  0.258
H -5.22179 -4.99312 -2.31499  0.366
H -4.96819 -4.56512 -4.00659  0.403
H -6.49249 -4.17492 -3.22219  0.413
H -2.91709 -3.33962 -3.49499  0.386
H -3.07349 -3.78222 -1.77549  0.400
H -2.66719 -1.67582 -0.03939  0.820

Cartesian forces, eV/Å:
Tm -0.509 -0.106 0.217
C -0.068 0.163 -0.043
C -0.097 0.210 0.211
N 0.320 -0.150 -0.557
N 0.011 -0.572 1.126
C 0.075 0.095 0.042
S -0.058 0.338 -0.476
S -0.281 -0.244 0.071
C 0.436 0.302 -0.204
C -0.050 0.033 0.071
C -0.010 -0.040 0.054
C -0.079 0.027 -0.027
C -0.058 0.021 0.135
C -0.019 -0.044 0.103
C -0.028 0.010 -0.053
C -0.432 0.154 -0.062
C 0.018 0.010 -0.056
C 0.111 -0.070 0.144
C 0.044 -0.096 -0.039
C -0.093 0.367 -0.203
C 0.481 -0.494 0.286
O -0.103 0.099 -0.243
H -0.013 0.053 -0.051
H 0.066 -0.083 -0.025
H -0.018 -0.035 -0.053
H -0.069 -0.005 -0.037
H 0.008 -0.133 0.012
H -0.034 0.045 -0.123
H -0.039 0.016 -0.013
H -0.029 0.024 0.048
H 0.003 -0.030 0.047
H 0.103 -0.080 0.005
H 0.130 -0.071 0.028
H 0.004 -0.016 0.108
H -0.075 -0.106 -0.012
H -0.093 0.067 -0.001
C 0.200 0.098 0.021
C -0.283 0.130 0.088
C 0.076 -0.137 0.068
C -0.005 0.001 0.089
C 0.101 -0.001 -0.018
C 0.016 0.005 0.043
C 0.144 -0.052 -0.140
C -0.030 -0.109 0.117
C -0.257 0.227 0.064
C 0.123 -0.079 -0.180
C 0.158 -0.085 0.122
C 0.246 -0.190 -0.027
N -0.320 -0.318 0.622
C -0.394 0.599 -0.571
C -0.324 -0.147 0.372
C -0.135 0.093 -0.116
C 0.054 -0.016 -0.084
C -0.148 -0.112 0.273
C 0.290 -0.214 0.039
F 0.609 0.309 -0.581
H -0.167 0.005 0.141
H 0.092 -0.563 -0.422
H -0.013 0.012 0.114
H 0.004 0.077 0.117
H -0.031 -0.021 -0.112
H -0.075 -0.107 -0.027
H 0.033 0.080 -0.070
H -0.045 -0.082 -0.059
H 0.068 -0.033 -0.005
H 0.050 0.095 0.106
H -0.078 -0.101 -0.074
H 0.443 0.102 0.200
H 0.000 0.128 0.027
H -0.096 0.084 0.011
H -0.023 0.085 -0.045
H 0.033 0.044 -0.149
H 0.022 0.163 0.045
H 0.030 0.015 0.042
H 0.065 -0.001 -0.081
H -0.050 0.124 -0.080
H -0.154 0.073 0.017
C 0.061 0.061 -0.293
C 0.137 -0.110 0.152
C 0.102 0.280 -0.027
C -0.672 -0.418 -0.452
N 0.427 0.837 1.294
C 0.113 -0.191 -0.209
N 0.059 -0.217 0.328
N 0.208 0.704 -0.422
N -0.165 -0.467 -1.208
H -0.149 -0.001 0.037
H -0.026 0.099 0.106
H 0.020 -0.133 0.150
H 0.064 -0.007 -0.007
H -0.002 -0.148 0.123
H 0.025 -0.123 -0.137
H -0.148 -0.021 0.006
H 0.078 -0.032 0.158
H 0.031 0.082 -0.038
H 0.050 -0.036 0.113

=====

Computed, not measured: a single FNO3S molecule in a non-equilibrium geometry, with wB97M-V/def2-TZVPD.

Calculated values
* energy: -778.3441 a.u.
* Kohn-Sham gap: 9.7 eV
* LUMO level: -0.0452 Eh

Each line ends with the natural charge from an NBO analysis.
Element x y z (Å)
N 1.08689 0.49227 0.37784  0.431
O 0.15642 0.35965 -0.73597  -0.630
O 1.82161 1.39102 0.29222  -0.179
O -2.07035 -0.16666 0.58381  -0.811
F -0.62899 -2.13714 -0.29914  -0.469
S -1.15879 -0.67228 -0.80628  1.658

Cartesian forces, eV/Å:
N 1.744 0.278 2.316
O -0.941 -0.393 -2.029
O -2.044 -1.446 -0.983
O 4.025 -2.413 -6.710
F 0.067 1.476 -0.632
S -2.852 2.497 8.038

=====

Q: Among the records above, which one has the highest energy?
A: C4H6O2